## w
Computed, not measured: a 2-piece molecular cluster, C6H16NS overall, with the ωB97M-V functional and the def2-TZVPD basis.

E_HOMO (spin up / spin down) ... -0.440 / -0.440 Ha
Gap between HOMO and LUMO (spin up / spin down) ... 0.30903 / 0.30901 Ha
Net charge ... +1

XYZ file:
```
24
C6H16NS, DFT the ωB97M-V functional and the def2-TZVPD basis
C -2.93698 -0.07459 0.74879
C 0.39618 0.34845 -1.84093
C 2.13703 0.91626 0.84891
C 1.69613 -1.35746 0.14739
C -1.93194 -0.96139 0.16360
C 0.03936 0.39062 -0.39089
N 1.07862 -0.08560 0.56516
S -0.56622 1.98638 0.18369
H -2.64592 0.30261 1.72595
H -3.85418 -0.66221 0.87797
H -3.19983 0.75068 0.08961
H 1.22920 1.02089 -2.06303
H -0.45214 0.68694 -2.43023
H 0.65300 -0.65169 -2.17864
H 2.61638 1.21558 -0.08044
H 1.70530 1.79707 1.32283
H 2.88252 0.48744 1.51636
H 2.36993 -1.17679 -0.68705
H 2.26791 -1.78197 0.97022
H 0.93025 -2.06774 -0.15475
H -2.08185 -1.30955 -0.84612
H -1.41895 -1.64934 0.81842
H 0.58145 -0.23844 1.44963
H -1.49527 2.11380 -0.75645
```



## x
Computed, not measured: a 2-piece molecular cluster, C6H16NS overall, with the ωB97M-V functional and the def2-TZVPD basis.

E_HOMO ... -0.466 Ha
Gap between HOMO and LUMO ... 0.35525 Ha
Net charge ... +1

XYZ file:
```
24
C6H16NS, DFT the ωB97M-V functional and the def2-TZVPD basis
C -0.25638 -2.25403 1.25640
C -1.02509 0.75878 -1.61960
C -0.07105 1.66253 1.13440
C -0.76061 -0.78698 1.29366
C 0.22328 0.05757 -1.20747
C 0.26342 0.21590 0.95146
N 1.45403 0.62593 -1.53033
S 2.02305 0.09683 1.13816
H -1.13368 -2.86843 1.23550
H 0.32200 -2.44819 0.27544
H 0.32491 -2.54007 2.12943
H -1.74744 0.68833 -0.81144
H -1.36901 0.18479 -2.57247
H -0.65317 1.79630 -1.77901
H 0.31640 2.48880 0.40962
H -1.14361 1.83630 1.14836
H 0.22578 1.87321 2.19842
H -1.27264 -0.47850 2.18444
H -1.50064 -0.89466 0.55016
H 0.24781 -0.96481 -1.20032
H 2.15066 0.46278 -0.31996
H 1.18373 1.59180 -1.70004
H 2.05304 0.16725 -2.33157
H 2.30822 -1.22962 0.94709
```



Tell me which of them is the least stable. Sure, it is x.



## w
Computed, not measured: a 2-piece molecular cluster, C5H6F2O overall, with the ωB97M-V functional and the def2-TZVPD basis.

E_HOMO (spin up / spin down) ... -0.336 / -0.336 Ha
Gap between HOMO and LUMO (spin up / spin down) ... 0.32239 / 0.32242 Ha

XYZ file:
```
14
C5H6F2O, DFT the ωB97M-V functional and the def2-TZVPD basis
C 0.94912 -1.06600 1.08470
C 0.62175 -0.26648 0.06697
C -2.31243 0.42363 0.03766
C 1.34658 0.94312 -0.34067
C -0.54129 -0.64974 -0.80256
O -2.61616 1.37731 -0.56127
F -2.68042 0.21601 1.28794
F -0.82999 -1.94158 -0.90062
H 0.30994 -1.88081 1.37848
H 1.75174 -0.78137 1.84245
H 1.37151 1.14321 -1.44420
H 0.80548 1.86816 0.18003
H 2.36630 0.80120 0.00086
H -0.54215 -0.18665 -1.82978
```



## x
Computed, not measured: a 2-piece molecular cluster, C5H6F2O overall, with the ωB97M-V functional and the def2-TZVPD basis.

E_HOMO (spin up / spin down) ... -0.326 / -0.306 Ha
Gap between HOMO and LUMO (spin up / spin down) ... 0.30062 / 0.27415 Ha

XYZ file:
```
14
C5H6F2O, DFT the ωB97M-V functional and the def2-TZVPD basis
C 1.35015 0.62315 -1.12962
C 0.72450 -0.00664 -0.09020
C -2.22105 0.42278 0.38267
C 0.52126 -1.49559 -0.20186
C 0.16885 0.73419 0.99897
O -2.91048 -0.47818 0.65644
F -2.67252 1.61851 0.03121
F 0.38255 2.02620 1.16995
H 1.54296 1.65968 -1.20212
H 1.69900 0.17454 -2.02803
H 0.60006 -1.82243 -1.17824
H 1.30952 -1.88217 0.30357
H -0.38216 -1.65156 0.40856
H -0.11264 0.07752 1.87870
```



Tell me which of them is the least stable. Sure, it is x.